{
  "formula": "C5H7NO",
  "method": "the ωB97M-V functional and the def2-TZVPD basis",
  "fmax_ev_per_a": 2.4,
  "orbital_gap_ev": 9.93,
  "e_homo_ev": -9.249,
  "species": ["C", "C", "C", "N", "C", "O", "C", "H", "H", "H", "H", "H", "H", "H"],
  "xyz": [[0.800, -1.932, 0.386], [0.521, -0.657, -0.409], [-0.704, -0.519, -1.129], [-1.748, 0.005, -1.256], [-0.567, 0.596, 0.460], [-1.199, 0.267, 1.394], [-0.328, 2.029, -0.043], [0.021, -2.033, 1.141], [0.819, -2.877, -0.172], [1.773, -1.855, 0.881], [1.387, -0.180, -0.857], [0.306, 2.459, 0.743], [-1.243, 2.625, -0.123], [0.164, 2.071, -1.018]]
}

=====

{
  "formula": "C5H7NO",
  "method": "the ωB97M-V functional and the def2-TZVPD basis",
  "fmax_ev_per_a": 0.5,
  "orbital_gap_ev": 9.91,
  "e_homo_ev": -9.802,
  "smiles": "C=NC=O.C=C=C",
  "species": ["O", "C", "N", "C", "C", "C", "C", "H", "H", "H", "H", "H", "H", "H"],
  "xyz": [[-1.151, -0.944, -1.528], [-1.280, 0.088, -0.914], [-1.417, 0.176, 0.497], [-2.057, -0.784, 1.031], [2.038, -0.851, -0.163], [1.751, 0.416, -0.062], [1.380, 1.659, 0.072], [-1.273, 1.070, -1.411], [0.599, 1.900, 0.789], [-2.503, -1.588, 0.441], [-2.186, -0.817, 2.112], [2.794, -1.317, 0.464], [1.476, -1.483, -0.844], [1.829, 2.475, -0.484]]
}

=====

{
  "formula": "C5H7NO",
  "method": "the ωB97M-V functional and the def2-TZVPD basis",
  "fmax_ev_per_a": 0.5,
  "orbital_gap_ev": 10.30,
  "e_homo_ev": -9.485,
  "smiles": "O=C[C@H]1[C@H]2CCN21",
  "species": ["O", "C", "C", "C", "C", "C", "N", "H", "H", "H", "H", "H", "H", "H"],
  "xyz": [[1.236, 0.783, 1.599], [1.232, 1.323, 0.514], [0.404, 0.943, -0.666], [0.057, -0.453, -1.046], [-0.161, -1.373, 0.146], [-1.217, -0.342, 0.594], [-1.005, 0.495, -0.634], [1.899, 2.190, 0.323], [0.556, 1.614, -1.510], [0.173, -0.769, -2.081], [0.692, -1.538, 0.807], [-0.594, -2.331, -0.150], [-1.033, 0.180, 1.533], [-2.241, -0.721, 0.572]]
}

=====

{
  "formula": "C5H7NO",
  "method": "the ωB97M-V functional and the def2-TZVPD basis",
  "fmax_ev_per_a": 1.3,
  "orbital_gap_ev": 10.76,
  "e_homo_ev": -10.244,
  "smiles": "CC(=O)[C@@H](C)C#N",
  "species": ["C", "C", "C", "N", "C", "O", "C", "H", "H", "H", "H", "H", "H", "H"],
  "xyz": [[-1.814, -0.690, 0.251], [-0.637, 0.104, -0.337], [-0.650, 1.529, 0.021], [-0.445, 2.594, 0.427], [0.729, -0.221, 0.383], [0.708, -0.303, 1.586], [2.024, -0.135, -0.387], [-1.734, -0.707, 1.338], [-2.783, -0.261, -0.026], [-1.790, -1.719, -0.124], [-0.662, 0.021, -1.434], [2.855, -0.541, 0.199], [2.222, 0.935, -0.526], [1.975, -0.606, -1.371]]
}

=====

{
  "formula": "C5H7NO",
  "method": "the ωB97M-V functional and the def2-TZVPD basis",
  "fmax_ev_per_a": 1.0,
  "orbital_gap_ev": 9.02,
  "e_homo_ev": -8.436,
  "species": ["O", "C", "C", "C", "C", "N", "C", "H", "H", "H", "H", "H", "H", "H"],
  "xyz": [[2.676, 0.082, -0.553], [1.345, 0.117, -0.806], [0.518, -0.881, -0.373], [-0.619, -0.490, 0.562], [-1.945, 0.001, -0.026], [-1.251, 1.296, -0.352], [-0.363, 0.989, 0.524], [2.742, -0.402, 0.285], [1.077, 0.994, -1.391], [0.972, -1.867, -0.292], [-0.589, -1.100, 1.478], [-2.433, -0.585, -0.801], [-2.666, 0.272, 0.754], [0.388, 1.611, 1.006]]
}

=====

{
  "formula": "C5H7NO",
  "method": "the ωB97M-V functional and the def2-TZVPD basis",
  "fmax_ev_per_a": 1.9,
  "orbital_gap_ev": 9.14,
  "e_homo_ev": -8.405,
  "species": ["C", "C", "C", "C", "N", "C", "O", "H", "H", "H", "H", "H", "H", "H"],
  "xyz": [[1.108, -1.229, -1.103], [0.095, -0.731, -0.096], [0.535, 0.339, 0.923], [-0.602, 0.871, 1.479], [-1.730, 0.463, 0.755], [-0.849, 0.352, -0.476], [-0.646, 1.246, -1.260], [1.961, -1.680, -0.586], [1.466, -0.413, -1.735], [0.667, -1.996, -1.750], [-0.429, -1.540, 0.422], [1.136, 1.110, 0.409], [-0.650, 1.712, 2.168], [-2.434, 1.191, 0.669]]
}

=====

{
  "formula": "C5H7NO",
  "method": "the ωB97M-V functional and the def2-TZVPD basis",
  "fmax_ev_per_a": 0.5,
  "orbital_gap_ev": 10.76,
  "e_homo_ev": -9.754,
  "smiles": "[H]/N=C1\\OC[C@H]2C[C@@H]12",
  "species": ["N", "C", "O", "C", "C", "C", "C", "H", "H", "H", "H", "H", "H", "H"],
  "xyz": [[-1.321, 1.180, 1.751], [-0.629, 0.376, 1.064], [-0.771, -0.980, 0.899], [0.185, -1.501, -0.067], [0.955, -0.307, -0.600], [0.095, 0.718, -1.269], [0.455, 0.862, 0.182], [-2.113, 0.778, 2.242], [-0.400, -2.017, -0.836], [0.863, -2.234, 0.390], [2.010, -0.399, -0.836], [-0.929, 0.420, -1.494], [0.531, 1.426, -1.963], [1.070, 1.676, 0.538]]
}

=====

{
  "formula": "C5H7NO",
  "method": "the ωB97M-V functional and the def2-TZVPD basis",
  "fmax_ev_per_a": 0.4,
  "orbital_gap_ev": 10.48,
  "e_homo_ev": -9.451,
  "species": ["C", "C", "O", "C", "C", "N", "C", "H", "H", "H", "H", "H", "H", "H"],
  "xyz": [[-1.251, -1.088, 0.204], [-1.012, 0.283, -0.494], [-0.523, 1.389, 0.240], [0.834, 1.402, 0.457], [1.548, 0.387, 0.934], [-0.238, -1.692, -0.706], [-0.016, -0.556, -1.256], [-0.972, -1.106, 1.263], [-2.233, -1.552, 0.078], [-1.866, 0.650, -1.072], [1.281, 2.341, 0.134], [2.629, 0.436, 0.949], [1.091, -0.538, 1.267], [0.735, -0.324, -2.012]]
}